Record 1
Density functional theory data (wB97M-V/def2-TZVPD) for an isolated molecule of C4H7N.

Summary:
Molar mass (u): 69.1
Electronic energy (eV): -5749.31330
SMILES: C#CCCN
Max |F| (hartree/bohr): 0.0542
2S+1: 1

Each atom is followed by the atoms it is bonded to, with distances in Å.
Geometry (Å):
1 C -0.92358 0.27445 0.37279  C2 1.552, H7 1.128, H8 1.130, N12 1.452
2 C 0.33475 0.91518 -0.27125  C1 1.552, C3 1.477, H9 1.066, H10 1.079
3 C 1.58122 0.13607 -0.13192  C2 1.477, C4 1.222
4 C 2.44247 -0.70915 0.06029  C3 1.222, H11 1.051
5 H -1.91565 -1.48280 0.37021  N12 1.013
6 H -1.78116 -0.90776 -1.13862  N12 1.030
7 H -0.57090 -0.02231 1.40186  C1 1.128
8 H -1.68600 1.10551 0.44443  C1 1.130
9 H 0.07877 1.09617 -1.29011  C2 1.066
10 H 0.41390 1.87814 0.21009  C2 1.079
11 H 3.30342 -1.29198 0.21618  C4 1.051
12 N -1.27725 -0.99152 -0.24394  C1 1.452, H5 1.013, H6 1.030

=====

Record 2
Density functional theory data (wB97M-V/def2-TZVPD) for an isolated molecule of C2H3NOS2.

Summary:
Molar mass (u): 121.2
Electronic energy (eV): -27327.89636
SMILES: O=CSNC=S
Max |F| (hartree/bohr): 0.0803
2S+1: 1

Each atom is followed by the atoms it is bonded to, with distances in Å.
Geometry (Å):
1 C -0.22456 0.19599 1.43818  H3 1.208, N6 1.386, S8 1.758
2 C -0.23561 -0.31935 -2.54592  H5 1.260, O7 1.254, S9 1.753
3 H -1.33889 0.60800 1.65617  C1 1.208
4 H 0.95867 -0.79060 -0.01458  N6 1.158
5 H -0.54143 0.13622 -3.67984  C2 1.260
6 N -0.05061 -0.24217 0.13469  C1 1.386, H4 1.158, S9 1.764
7 O 0.59905 -1.18620 -2.19479  C2 1.254
8 S 0.93446 0.26616 2.75874  C1 1.758
9 S -0.98167 0.48205 -1.17748  C2 1.753, N6 1.764

=====

Record 3
Density functional theory data (wB97M-V/def2-TZVPD) for a cluster of 2 separate species, C10H16 in total.

Summary:
Molar mass (u): 136.2
Electronic energy (eV): -10629.43097
SMILES: CCc1ccccc1.CC
Max |F| (hartree/bohr): 0.0227
2S+1: 1

Each atom is followed by the atoms it is bonded to, with distances in Å.
Geometry (Å):
1 C 0.69120 -1.28951 -1.34524  C2 1.515, C3 1.510, H9 1.090, H10 1.088
2 C -0.61389 -2.04481 -1.48835  C1 1.515, H11 1.092, H17 1.100, H18 1.093
3 C 0.52391 0.18640 -1.07583  C1 1.510, C4 1.396, C5 1.387
4 C -0.08277 1.00345 -2.03155  C3 1.396, C6 1.385, H12 1.086
5 C 0.87291 0.73435 0.14934  C3 1.387, C7 1.380, H13 1.085
6 C -0.46515 2.29375 -1.70391  C4 1.385, C8 1.392, H14 1.081
7 C 0.47167 2.01107 0.48425  C5 1.380, C8 1.384, H15 1.085
8 C -0.22688 2.78754 -0.42442  C6 1.392, C7 1.384, H16 1.086
9 H 1.28207 -1.71739 -0.53495  C1 1.090
10 H 1.30873 -1.39641 -2.23453  C1 1.088
11 H -1.28977 -1.79275 -0.66885  C2 1.092
12 H -0.32501 0.63430 -3.02423  C4 1.086
13 H 1.49160 0.12523 0.79948  C5 1.085
14 H -0.92397 2.91457 -2.46024  C6 1.081
15 H 0.71502 2.42037 1.45911  C7 1.085
16 H -0.54913 3.77728 -0.11482  C8 1.086
17 H -0.42748 -3.12723 -1.42144  C2 1.100
18 H -1.13792 -1.88200 -2.43373  C2 1.093
19 C -0.45500 -2.64278 2.84339  C20 1.530, H21 1.094, H22 1.084, H23 1.087
20 C -0.35535 -1.18154 3.28619  C19 1.530, H24 1.087, H25 1.091, H26 1.086
21 H 0.54603 -3.08197 2.88887  C19 1.094
22 H -1.00850 -3.17729 3.60706  C19 1.084
23 H -0.81298 -2.75561 1.82291  C19 1.087
24 H -1.32629 -0.80001 3.59309  C20 1.087
25 H 0.00111 -0.54505 2.47554  C20 1.091
26 H 0.36944 -1.09094 4.09014  C20 1.086

=====

Record 4
Density functional theory data (wB97M-V/def2-TZVPD) for a cluster of 2 separate species, C4H13N2O in total.

Summary:
Molar mass (u): 105.2
Electronic energy (eV): -9379.97623
Max |F| (hartree/bohr): 0.0355
Net charge: +1
2S+1: 1

Each atom is followed by the atoms it is bonded to, with distances in Å.
Geometry (Å):
1 C -0.37316 -1.17837 -0.82577  C2 1.523, N6 1.515, H7 1.087, H8 1.067
2 C -0.32117 -1.18730 0.69593  C1 1.523, C3 1.535, H9 1.098, H10 1.084
3 C 1.06886 -0.76362 1.19063  C2 1.535, N5 1.473, H11 1.095, H12 1.086
4 C 2.53433 0.98597 0.71368  N5 1.264, H13 1.094, H14 1.085
5 N 1.32460 0.64635 0.85096  C3 1.473, C4 1.264
6 N -0.46869 0.26591 -1.27172  C1 1.515, H15 1.035, H16 1.020, H17 1.027
7 H 0.59136 -1.53845 -1.17327  C1 1.087
8 H -1.18098 -1.71053 -1.27615  C1 1.067
9 H -0.33011 -2.25123 0.96757  C2 1.098
10 H -1.13791 -0.66358 1.18011  C2 1.084
11 H 1.85065 -1.41843 0.79265  C3 1.095
12 H 1.06071 -0.86605 2.27140  C3 1.086
13 H 3.37382 0.29170 0.81101  C4 1.094
14 H 2.77392 2.00948 0.44478  C4 1.085
15 H -1.37595 0.69628 -1.01938  N6 1.035
16 H -0.48714 0.31310 -2.29044  N6 1.020
17 H 0.30027 0.79032 -0.83730  N6 1.027
18 H -2.68875 2.48351 -0.76985  O20 0.968
19 H -3.71450 1.47829 -0.10003  O20 0.959
20 O -2.80014 1.61666 -0.35482  H18 0.968, H19 0.959

=====

Look up the electronic energy of the second one.
-27327.89636 eV

=====

Look up the electronic energy of the third one.
-10629.43097 eV